Below is a molecular structure, C28H22Cl2IKN3S at a distorted geometry, with properties calculated with ωB97M-V/def2-TZVPD.

Structure (ORCA input):
```
! wB97M-V def2-TZVPD RIJCOSX def2/J DEFGRID3
* xyz -1 1
K -0.129 0.147 0.016
I 2.033 -0.220 2.830
C 1.169 1.472 3.820
C 1.921 2.084 4.781
C 1.386 3.180 5.468
C 0.118 3.602 5.196
C -0.668 2.962 4.216
C -1.988 3.371 3.946
C -2.722 2.712 2.996
C -2.165 1.639 2.281
C -0.864 1.173 2.448
C -0.136 1.864 3.468
H 2.918 1.738 5.015
H 1.990 3.677 6.217
H -0.304 4.438 5.741
H -2.412 4.197 4.509
H -3.742 3.028 2.799
H -2.815 1.134 1.566
S 2.639 -1.253 -4.086
C 3.617 -0.099 -3.238
C 4.856 0.405 -3.583
C 5.434 1.351 -2.753
C 4.783 1.774 -1.598
C 3.551 1.265 -1.240
C 2.948 0.315 -2.062
N 1.744 -0.267 -1.858
C 1.399 -1.096 -2.783
C 0.183 -1.836 -2.854
C -0.032 -2.675 -3.961
C -1.203 -3.382 -4.074
C -2.148 -3.274 -3.058
C -1.902 -2.469 -1.966
C -0.749 -1.674 -1.787
H 5.357 0.069 -4.479
H 6.399 1.766 -3.008
H 5.255 2.516 -0.968
H 3.042 1.585 -0.344
H 0.730 -2.763 -4.731
H -1.387 -4.015 -4.936
H -3.079 -3.832 -3.140
H -2.659 -2.437 -1.184
Cl -0.654 -3.090 4.345
C -1.792 -3.184 2.995
Cl -1.097 -2.491 1.523
H -2.679 -2.616 3.268
H -2.015 -4.235 2.820
C -2.468 3.643 -0.788
C -1.783 3.108 -1.986
N -0.899 2.151 -2.012
C -0.593 1.941 -3.319
C -1.305 2.792 -4.109
N -2.069 3.539 -3.246
H -1.964 3.288 0.105
H -3.495 3.278 -0.766
H -2.481 4.732 -0.792
H 0.108 1.182 -3.597
H -1.348 2.923 -5.172
H -2.704 4.278 -3.496
*
```

Its energy above the lowest of the compared OMol25 structures with the same formula, charge and spin is 10.9 kcal per mole. For the orbital gap, the calculation gives 6.10 eV. The calculation puts the HOMO energy at -3.764 eV.

Atomic partial charges in e from the Löwdin method, atoms 1 to 6: number 1, K, carries 0.46; number 2, I, carries 0.85; number 3, C, carries -0.60; number 4, C, carries -0.19; number 5, C, carries -0.12; number 6, C, carries -0.06



Below is a molecular structure, C43H48MoN4OP2SSi at a distorted geometry, with properties calculated with ωB97M-V/def2-TZVPD.

Structure (ORCA input):
```
! wB97M-V def2-TZVPD RIJCOSX def2/J DEFGRID3
* xyz 2 3
Mo 0.255 -0.119 0.033
N 0.944 2.276 2.253
P 1.867 1.155 1.448
C 3.246 1.985 0.631
C 4.456 2.197 1.292
C 5.461 2.929 0.676
C 5.261 3.452 -0.594
C 4.056 3.245 -1.256
C 3.051 2.510 -0.648
C 2.581 0.036 2.664
C 2.193 0.094 4.000
C 2.727 -0.807 4.911
C 3.633 -1.768 4.490
C 4.012 -1.837 3.154
C 3.488 -0.938 2.242
P -0.673 2.372 1.681
C -1.479 2.904 3.218
C -1.481 1.998 4.282
C -2.025 2.353 5.502
C -2.584 3.615 5.667
C -2.593 4.514 4.613
C -2.041 4.164 3.388
C -0.732 3.831 0.613
C 0.364 4.655 0.387
C 0.254 5.737 -0.476
C -0.950 6.001 -1.110
C -2.049 5.181 -0.887
C -1.939 4.095 -0.038
H 1.357 3.016 2.810
H 4.617 1.787 2.280
H 6.397 3.095 1.190
H 6.044 4.029 -1.067
H 3.895 3.668 -2.239
H 2.106 2.364 -1.162
H 1.480 0.839 4.327
H 2.435 -0.756 5.951
H 4.050 -2.465 5.204
H 4.720 -2.588 2.830
H 3.795 -0.984 1.202
H -1.052 1.009 4.152
H -2.022 1.649 6.323
H -3.013 3.895 6.620
H -3.027 5.496 4.742
H -2.049 4.877 2.575
H 1.310 4.464 0.879
H 1.108 6.381 -0.642
H -1.035 6.849 -1.776
H -2.990 5.390 -1.378
H -2.796 3.448 0.123
C 0.404 -3.462 -0.160
C -0.518 -2.944 -1.224
C -1.214 -3.856 -2.044
C -2.033 -3.398 -3.033
C -2.147 -2.010 -3.262
C -2.938 -1.462 -4.299
C -2.979 -0.110 -4.485
C -2.232 0.747 -3.655
C -1.458 0.244 -2.640
S -0.524 1.342 -1.617
C -1.418 -1.151 -2.415
N -0.652 -1.635 -1.388
H 0.535 -4.537 -0.262
H 0.013 -3.261 0.835
H 1.387 -2.994 -0.236
H -1.091 -4.915 -1.867
H -2.586 -4.087 -3.659
H -3.499 -2.130 -4.938
H -3.582 0.314 -5.275
H -2.266 1.816 -3.820
N 1.947 -0.615 -0.980
C 2.873 -0.627 -1.693
N 3.920 -0.646 -2.425
C 3.826 -0.817 -3.895
C 4.299 0.460 -4.577
C 5.595 1.007 -3.938
C 6.218 0.017 -2.958
C 5.252 -0.327 -1.835
H 2.793 -1.057 -4.139
H 4.443 -1.677 -4.157
H 3.504 1.206 -4.516
H 4.444 0.241 -5.635
H 5.380 1.937 -3.407
H 6.320 1.254 -4.712
H 7.116 0.438 -2.505
H 6.533 -0.892 -3.473
H 5.119 0.525 -1.162
H 5.592 -1.190 -1.260
C -2.750 -3.122 1.107
Si -2.173 -1.620 2.055
C -3.518 -0.336 2.035
C -1.528 -2.079 3.741
O -0.841 -0.921 1.265
H -3.761 -3.366 1.439
H -2.135 -4.006 1.277
H -2.806 -2.936 0.033
H -4.449 -0.759 2.416
H -3.702 -0.012 1.007
H -3.287 0.543 2.630
H -2.347 -2.322 4.420
H -0.946 -1.272 4.190
H -0.881 -2.957 3.682
*
```

For the orbital gap (alpha / beta), the calculation gives 6.27 / 6.56 eV. The calculation puts the HOMO energy (alpha / beta) at -12.428 / -12.938 eV.

Atomic partial charges in e from the Löwdin method, atoms 1 to 6: number 1, Mo, carries 1.20; number 2, N, carries -0.36; number 3, P, carries 0.84; number 4, C, carries -0.36; number 5, C, carries -0.07; number 6, C, carries -0.05



Below is H5NO2Si in the gas phase at a distorted geometry, with properties calculated with ωB97M-V/def2-TZVPD.

Structure (ORCA input):
```
! wB97M-V def2-TZVPD RIJCOSX def2/J DEFGRID3
* xyz 0 1
N -1.677 -0.161 -0.303
Si 0.336 -0.043 0.191
O 1.243 -1.281 -0.273
O 0.937 1.354 -0.405
H -2.299 -0.510 0.485
H -2.118 0.812 -0.494
H 0.746 -0.113 1.561
H 1.388 -1.855 -1.033
H 1.443 1.797 0.271
*
```

As for the SMILES: N[SiH](O)O. Its energy above the lowest of the compared OMol25 structures with the same formula, charge and spin is 32.0 kcal per mole. For the orbital gap, the calculation gives 10.20 eV. The calculation puts the HOMO energy at -9.542 eV.

Atomic partial charges in e from the Löwdin method, atoms 1 to 6: number 1, N, carries -0.16; number 2, Si, carries 0.38; number 3, O, carries -0.16; number 4, O, carries -0.16; number 5, H, carries -0.01; number 6, H, carries 0.01



Below is a molecular structure, C15H18N2O2RuS at a distorted geometry, with properties calculated with ωB97M-V/def2-TZVPD.

Structure (ORCA input):
```
! wB97M-V def2-TZVPD RIJCOSX def2/J DEFGRID3
* xyz 0 1
Ru -0.326 -0.138 -0.206
N 0.177 -2.345 3.380
C 0.027 -1.469 2.367
O -0.189 -1.873 1.220
C 0.110 0.004 2.666
C 0.553 0.747 1.401
H 0.113 -3.330 3.188
H 0.389 -2.030 4.309
H 0.736 0.179 3.548
H -0.909 0.314 2.931
H 1.628 0.578 1.231
H 0.411 1.823 1.527
S 1.343 2.409 -3.520
C 0.078 3.324 -2.817
C -0.548 2.659 -1.807
C -0.029 1.347 -1.541
C 1.009 1.103 -2.435
C 1.811 -0.107 -2.364
C 2.942 -0.379 -3.138
C 3.621 -1.563 -2.937
C 3.178 -2.465 -1.972
C 2.053 -2.131 -1.243
N 1.388 -0.995 -1.430
H -0.144 4.311 -3.190
H -1.366 3.104 -1.264
H 3.278 0.333 -3.879
H 4.501 -1.785 -3.528
H 3.688 -3.400 -1.792
H 1.647 -2.785 -0.479
C -3.730 -0.735 1.759
O -2.861 -0.694 0.642
C -1.981 0.346 0.414
C -2.567 1.711 0.673
H -4.706 -1.086 1.424
H -3.857 0.233 2.246
H -3.332 -1.445 2.490
H -3.341 1.750 1.443
H -3.026 2.073 -0.250
H -1.766 2.404 0.931
*
```

Its energy above the lowest of the compared OMol25 structures with the same formula, charge and spin is 10.8 kcal per mole. For the orbital gap (alpha / beta), the calculation gives 7.08 / 7.08 eV. The calculation puts the HOMO energy (alpha / beta) at -6.600 / -6.600 eV.

Atomic partial charges in e from the Löwdin method, atoms 1 to 6: number 1, Ru, carries 1.08; number 2, N, carries 0.18; number 3, C, carries -0.52; number 4, O, carries -0.05; number 5, C, carries -0.19; number 6, C, carries -0.27